Molecular formula: C7H12O
Method: DFT, ωB97M-V/def2-TZVPD

Geometry as XYZ:
```
20
C7H12O | the OMol25 dataset | ωB97M-V/def2-TZVPD
C 0.967 1.045 -1.379
C 0.623 1.321 -0.137
C -0.360 0.727 0.739
C -0.673 1.366 1.920
C -1.084 -0.568 0.214
C -0.423 -1.752 0.401
C -2.361 -0.464 -0.687
H 1.477 1.689 -2.021
H 0.832 -0.007 -1.600
H 1.020 2.213 0.328
H -0.114 2.371 2.172
H -1.111 0.768 2.771
H 0.568 -1.928 0.804
H -1.137 -2.665 0.324
H -3.137 0.130 -0.175
H -2.632 -1.476 -1.015
H -2.185 0.115 -1.588
O 3.571 -1.023 -0.493
H 2.700 -1.244 -0.908
H 3.461 -0.617 0.331
```

SMILES: C=CC(=C)C(=C)C.O
Energy above the lowest of the compared OMol25 structures with the same formula, charge and spin in eV: 3.0253
Largest force on an atom in eV/Å: 3.49
Orbital gap in eV: 9.3



Molecular formula: C5H8N2O
Method: DFT, ωB97M-V/def2-TZVPD

Geometry as XYZ:
```
16
C5H8N2O | the OMol25 dataset | ωB97M-V/def2-TZVPD
C 0.172 0.380 1.326
C 1.332 0.008 -0.223
C -0.498 0.537 0.006
N 1.463 -1.317 -0.456
C -1.456 -0.516 -0.464
C -0.610 1.794 -0.572
N -1.881 -1.514 0.183
O 2.140 0.831 -0.553
H 2.345 -1.649 -0.813
H 0.774 -1.988 -0.163
H -1.386 -1.608 1.075
H 0.394 1.308 1.844
H 0.451 -0.560 1.788
H -1.890 -0.331 -1.448
H 0.135 2.552 -0.389
H -1.485 2.073 -1.141
```

Energy above the lowest of the compared OMol25 structures with the same formula, charge and spin in eV: 4.2648
Largest force on an atom in eV/Å: 3.42
Orbital gap (spin up / spin down) in eV: 7.5 / 7.5



Molecular formula: C44H91N5O9P
Method: DFT, ωB97M-V/def2-TZVPD

Geometry as XYZ:
```
150
C44H91N5O9P | the OMol25 dataset | ωB97M-V/def2-TZVPD
C 0.807 6.129 -2.520
C -0.276 5.208 -3.288
O -1.248 4.761 -2.318
C -1.557 3.374 -2.492
O -2.325 3.083 -3.415
C -0.935 2.309 -1.460
C -0.773 0.858 -2.090
C 0.582 0.096 -1.772
C 1.917 0.777 -2.303
C 1.564 1.463 -3.728
O 0.971 0.544 -4.671
C 1.680 0.508 -5.927
P 0.619 -0.574 -7.079
O 1.321 -0.769 -8.425
O 0.366 -2.094 -6.327
O -0.893 0.139 -7.381
N 2.358 1.898 -1.443
C 2.661 1.521 -0.045
C 1.516 1.860 1.020
C 1.943 1.212 2.430
C 1.743 -0.367 2.467
N 0.320 -0.798 2.627
C 3.095 -0.293 -2.642
C 3.062 -1.601 -1.717
C 4.566 0.321 -2.562
C 5.062 1.060 -3.898
H 1.801 6.114 -3.083
H 1.019 5.712 -1.475
H 0.467 7.216 -2.455
H 0.307 4.377 -3.795
H -0.744 5.855 -4.111
H -1.679 2.275 -0.586
H 0.005 2.785 -1.053
H -1.036 0.940 -3.197
H -1.616 0.217 -1.641
H 0.508 -0.923 -2.298
H 0.585 -0.150 -0.658
H 0.881 2.377 -3.587
H 2.505 1.888 -4.235
H 2.678 -0.019 -5.798
H 1.827 1.550 -6.353
H -0.382 -2.016 -5.698
H -1.467 0.098 -6.581
H 3.075 2.484 -1.875
H 3.571 2.149 0.272
H 2.964 0.441 0.119
H 0.482 1.495 0.739
H 1.468 2.997 1.172
H 1.354 1.696 3.277
H 3.053 1.476 2.562
H 2.173 -0.921 1.570
H 2.306 -0.747 3.388
H -0.085 -0.896 1.679
H 0.371 -1.755 3.017
H 2.978 -0.676 -3.718
H 2.513 -1.488 -0.734
H 2.483 -2.401 -2.307
H 4.074 -2.057 -1.494
H 5.291 -0.557 -2.410
H 4.756 1.029 -1.699
H 4.666 2.135 -3.838
H 6.192 1.145 -3.856
H 4.658 0.615 -4.857
C -0.811 -2.488 8.846
C -1.116 -2.062 7.381
C -2.349 -1.130 7.341
C -3.669 -1.855 7.573
C -3.814 -3.031 6.612
C -2.609 -3.990 6.660
N -1.298 -3.282 6.536
O -1.157 -2.908 5.246
C -2.662 -4.788 7.985
C -2.792 -5.076 5.576
C 0.118 -1.223 6.968
H 0.085 -1.997 9.237
H -1.625 -2.245 9.531
H -0.594 -3.553 8.931
H -2.402 -0.630 6.366
H -2.240 -0.333 8.083
H -3.740 -2.197 8.611
H -4.502 -1.158 7.427
H -4.737 -3.571 6.842
H -3.940 -2.636 5.596
H -1.777 -5.421 8.096
H -3.535 -5.449 8.005
H -2.748 -4.159 8.871
H -2.892 -4.657 4.572
H -3.700 -5.657 5.757
H -1.950 -5.774 5.572
H 1.026 -1.834 6.974
H 0.268 -0.398 7.670
H 0.014 -0.771 5.979
C -9.646 -5.424 5.645
C -8.138 -5.081 5.473
C -7.944 -3.550 5.385
C -8.393 -2.955 4.055
C -7.729 -3.681 2.889
C -7.938 -5.206 2.942
N -7.598 -5.792 4.274
O -6.252 -5.809 4.380
C -9.410 -5.519 2.580
C -7.136 -5.861 1.794
C -7.490 -5.558 6.797
H -9.875 -5.769 6.658
H -10.294 -4.568 5.452
H -9.959 -6.247 5.002
H -6.884 -3.303 5.528
H -8.481 -3.056 6.200
H -9.483 -3.000 3.965
H -8.131 -1.892 4.022
H -8.116 -3.278 1.949
H -6.657 -3.447 2.899
H -9.621 -6.587 2.688
H -9.619 -5.254 1.538
H -10.134 -4.964 3.175
H -6.069 -5.632 1.842
H -7.485 -5.501 0.823
H -7.252 -6.949 1.804
H -7.593 -6.641 6.915
H -7.981 -5.083 7.651
H -6.431 -5.303 6.869
C 8.863 6.386 -6.436
C 8.339 4.929 -6.290
C 8.340 4.219 -7.663
C 7.230 4.692 -8.594
C 5.872 4.596 -7.905
C 5.841 5.326 -6.548
N 6.983 4.948 -5.661
O 6.734 3.708 -5.185
C 5.845 6.852 -6.805
C 4.472 5.074 -5.877
C 9.403 4.234 -5.404
H 9.866 6.506 -6.015
H 8.920 6.707 -7.477
H 8.252 7.103 -5.887
H 8.226 3.137 -7.520
H 9.307 4.358 -8.156
H 7.420 5.718 -8.926
H 7.225 4.078 -9.501
H 5.103 5.000 -8.570
H 5.626 3.536 -7.768
H 5.908 7.406 -5.863
H 4.920 7.165 -7.300
H 6.654 7.184 -7.454
H 4.263 4.011 -5.731
H 3.659 5.465 -6.494
H 4.414 5.570 -4.903
H 9.447 4.693 -4.411
H 10.394 4.329 -5.858
H 9.222 3.165 -5.281
```

Multiplicity: 4
Largest force on an atom in eV/Å: 4.13
Orbital gap (spin up / spin down) in eV: 9.1 / 8.6



Molecular formula: C21H28N2O3
Method: DFT, ωB97M-V/def2-TZVPD

Geometry as XYZ:
```
54
C21H28N2O3 | the OMol25 dataset | ωB97M-V/def2-TZVPD
C -1.216 -4.472 -0.980
N -0.504 -3.175 -1.191
C 0.087 -2.877 -2.526
H 0.387 -1.991 -2.585
H -0.826 -3.255 -3.404
H 0.677 -3.775 -2.666
C 0.206 -3.017 0.038
H 0.985 -3.701 -0.091
C -0.464 -2.551 1.106
O -0.395 -3.712 2.091
H -0.820 -4.242 1.651
C 0.203 -1.348 1.850
O 0.548 -0.491 1.037
C -0.532 0.454 0.683
C -1.814 0.388 1.074
C -2.902 1.140 0.740
C -4.089 1.066 1.224
C -5.144 1.925 0.667
C -4.738 2.811 -0.649
C -3.627 2.716 -1.033
C -2.611 1.903 -0.660
C -1.388 1.943 -0.970
C -0.289 1.224 -0.479
C 1.008 0.997 -0.989
O 1.262 0.275 -2.266
N 2.114 1.811 -0.745
C 1.893 2.549 0.343
H 0.865 2.990 0.575
C 2.623 2.242 1.665
C 4.199 2.069 1.222
C 4.277 1.242 -0.069
C 3.366 1.590 -1.306
H 3.421 0.928 -1.973
H 3.749 2.447 -1.578
H 5.267 0.969 -0.347
H 3.955 0.350 0.335
H 4.775 1.748 1.826
H 4.575 3.096 1.120
H 2.589 3.054 2.374
H 2.189 1.452 1.998
H 2.327 3.633 0.160
H -1.200 2.464 -1.797
H -3.485 3.182 -2.023
H -5.679 3.149 -1.009
H -6.200 2.077 0.949
H -4.171 0.603 2.061
H -1.950 -0.259 2.143
H 1.437 -1.938 2.274
H -0.217 -1.110 2.763
H -1.568 -2.191 1.011
H 0.894 -1.963 -0.480
H -0.502 -5.247 -1.088
H -1.688 -4.453 -0.261
H -1.859 -4.719 -1.817
```

Energy above the lowest of the compared OMol25 structures with the same formula, charge and spin in eV: 23.2720
Largest force on an atom in eV/Å: 18.15
Orbital gap in eV: 7.0



Molecular formula: C5H7N
Method: DFT, ωB97M-V/def2-TZVPD

Geometry as XYZ:
```
13
C5H7N | the OMol25 dataset | ωB97M-V/def2-TZVPD
N -1.751 1.453 1.659
C -0.758 1.243 1.102
C 0.483 0.996 0.354
C 0.720 -0.556 0.176
C -0.394 -1.307 -0.550
C 0.543 1.406 -1.066
H 1.337 1.370 0.929
H 1.678 -0.682 -0.334
H 0.833 -0.943 1.194
H -0.232 -2.383 -0.447
H -1.375 -1.075 -0.123
H -0.505 1.417 -1.432
H -0.421 -1.083 -1.621
```

Energy above the lowest of the compared OMol25 structures with the same formula, charge and spin in eV: 4.3341
Largest force on an atom in eV/Å: 1.09
Orbital gap in eV: 8.6